Formula: C2H5N3OS
Source: OMol25
Level of theory: the ωB97M-V functional and the def2-TZVPD basis

Each line ends with the natural charge from an NBO analysis.
Cartesian coordinates (Å):
H: -3.260304 0.933229 0.473808  0.348
N: -2.247434 0.953030 0.313113  -0.640
C: -1.808706 -0.188554 -0.034952  0.265
N: -0.495237 -0.472057 -0.307052  -0.634
C: 0.618490 0.281980 -0.115037  0.228
S: 0.868521 1.930933 -0.130614  -0.139
N: 1.717534 -0.554474 -0.007727  -0.320
O: 2.939552 0.002794 0.255963  -0.542
H: -2.482403 -1.031549 -0.083457  0.160
H: -0.341117 -1.339891 -0.802400  0.411
H: 1.675870 -1.376818 0.609284  0.386
H: 2.815229 0.861381 -0.170928  0.478

Forces on atoms 1 to 2 (eV/Å):
H 0.497 -0.191 -0.025
N 0.222 -0.220 -0.134

Spin multiplicity: 1
Orbital gap (eV): 9.076
HOMO level (eV): -8.8
DFT total energy (eV): -19505.9485